(1)
{"formula": "C4H7N2O4", "method": "the ωB97M-V functional and the def2-TZVPD basis", "lumo_energy_ev": -5.41, "charge": 1, "homo_ev": -15.49, "orbital_gap_ev": 10.1, "symbols": ["C", "C", "C", "C", "N", "N", "O", "O", "O", "O", "H", "H", "H", "H", "H", "H", "H"], "positions_angstrom": [[-0.678, -0.856, -1.625], [-0.525, 0.282, -0.081], [0.451, 1.550, 2.124], [0.879, 0.154, 1.823], [0.620, -1.436, -1.898], [-1.678, -0.808, -2.425], [-1.164, 1.271, -0.112], [0.829, -2.538, -1.605], [1.313, -0.541, -2.339], [0.399, -0.334, 0.546], [0.824, 2.087, 1.291], [-0.625, 1.513, 2.317], [0.874, 1.857, 3.137], [0.639, -0.556, 2.706], [1.909, -0.097, 1.685], [-2.391, -0.099, -2.309], [-1.674, -1.450, -3.236]]}


(2)
{"formula": "C2H5IN3O", "method": "the ωB97M-V functional and the def2-TZVPD basis", "smiles": "NNC(=O)/[NH+]=C/I", "lumo_energy_ev": -4.81, "charge": 1, "homo_ev": -14.79, "orbital_gap_ev": 10.0, "symbols": ["N", "N", "C", "O", "N", "C", "I", "H", "H", "H", "H", "H"], "positions_angstrom": [[-0.812, -0.980, 0.194], [-0.931, -0.073, -0.826], [-0.061, 0.935, -0.990], [-0.122, 1.710, -1.877], [1.025, 0.886, -0.038], [0.767, 0.179, 0.997], [2.242, -0.974, 1.983], [-0.579, -1.922, -0.176], [-1.740, -0.801, 0.808], [-1.746, -0.093, -1.326], [2.051, 0.794, -0.326], [-0.094, 0.339, 1.579]]}


(3)
{"formula": "C4H7NO2", "method": "the ωB97M-V functional and the def2-TZVPD basis", "smiles": "[H]/N=C1/CO[C@H](C)O1", "lumo_energy_ev": 0.94, "homo_ev": -10.19, "orbital_gap_ev": 11.1, "symbols": ["H", "N", "C", "C", "O", "C", "C", "O", "H", "H", "H", "H", "H", "H"], "positions_angstrom": [[-0.224, -2.596, 0.389], [-1.240, -2.274, 0.536], [-0.893, -1.104, 0.611], [-1.452, 0.214, 0.849], [-0.644, 1.041, 0.046], [0.691, 0.507, 0.052], [1.337, 0.788, -1.275], [0.587, -0.861, 0.300], [-2.484, 0.287, 0.506], [-1.400, 0.457, 1.921], [1.248, 0.962, 0.878], [2.359, 0.401, -1.299], [1.358, 1.864, -1.447], [0.756, 0.316, -2.068]]}


(4)
{"formula": "CH2Br3N2", "method": "the ωB97M-V functional and the def2-TZVPD basis", "lumo_energy_ev": [-5.77, -7.60], "multiplicity": 3, "charge": 1, "homo_ev": [-12.73, -12.96], "s_squared": 2.0161, "orbital_gap_ev": [7.0, 5.4], "symbols": ["C", "N", "N", "Br", "Br", "Br", "H", "H"], "positions_angstrom": [[0.678, 1.810, -0.004], [1.406, 1.092, 0.801], [-2.090, -0.426, 0.838], [-0.667, 3.003, 0.327], [2.696, -0.144, 0.167], [-3.084, -1.537, -0.029], [1.199, 0.889, 1.720], [-2.587, -0.223, 1.783]]}